Entry 1:
# C15H33Br10NO3

7 unconnected molecules or ions with the total composition C15H33Br10NO3 (the ωB97M-V functional and the def2-TZVPD basis, the Open Molecules 2025 dataset).

Positions of all 62 atoms, in Å:
1 C -18.10210 10.84994 4.75167
2 N -17.37228 11.88967 5.52759
3 O -17.52854 13.02964 5.21323
4 O -16.68269 11.52381 6.45609
5 H -18.95574 11.33228 4.28838
6 H -18.46082 10.12372 5.47069
7 H -17.43416 10.44542 4.00400
8 Br -16.57437 20.91855 4.70228
9 C -16.05189 19.22291 5.51070
10 C -17.29351 18.47368 5.86383
11 Br -16.81866 16.84437 6.81266
12 H -15.44279 19.42442 6.38246
13 H -15.49495 18.72275 4.72908
14 H -17.85293 18.16388 4.98868
15 H -17.95484 19.04726 6.50300
16 Br -16.94655 14.62023 10.15774
17 C -16.08880 13.45223 8.82854
18 C -14.70860 13.98687 8.50418
19 Br -13.73007 12.57774 7.56184
20 H -16.75357 13.48755 7.97803
21 H -16.04540 12.47284 9.28410
22 H -14.11965 14.17467 9.38960
23 H -14.75959 14.83871 7.84081
24 Br -12.54412 15.32759 2.99193
25 C -12.57004 15.48957 4.92300
26 C -11.64358 16.57903 5.29913
27 Br -11.69582 16.90247 7.21896
28 H -12.27790 14.53515 5.34166
29 H -13.58314 15.71308 5.22671
30 H -11.86637 17.52460 4.81808
31 H -10.61326 16.34386 5.04838
32 Br -17.79325 12.19772 14.52472
33 C -16.72308 13.70177 13.89088
34 C -17.29458 14.93902 14.47625
35 Br -16.32882 16.49546 13.84597
36 H -16.77751 13.67098 12.81066
37 H -15.70851 13.48689 14.20173
38 H -17.18459 14.98323 15.55948
39 H -18.37377 15.01507 14.35025
40 Br -6.66181 13.94718 9.93723
41 C -8.50984 13.43676 10.23657
42 C -9.38185 14.58218 9.83748
43 Br -11.24493 14.10667 10.22844
44 H -8.61306 13.17768 11.28208
45 H -8.74243 12.56494 9.63418
46 H -9.35347 14.75684 8.77127
47 H -9.20027 15.47800 10.41254
48 C -15.93020 8.20101 10.83494
49 C -16.52745 8.86542 9.62897
50 O -17.94637 8.90694 9.78892
51 C -18.60496 9.68011 8.79361
52 C -20.06658 9.75706 9.17475
53 H -14.84223 8.23756 10.77260
54 H -16.26987 8.67565 11.75204
55 H -16.21757 7.14812 10.85186
56 H -16.14060 9.89505 9.50678
57 H -16.26158 8.31499 8.70926
58 H -18.13628 10.67865 8.76374
59 H -18.45232 9.19946 7.81158
60 H -20.19807 10.23097 10.14836
61 H -20.51170 8.75980 9.21717
62 H -20.69503 10.32229 8.47800

The HOMO energy is -0.3589 Ha. The total energy is -724145.333 eV. As for the SMILES: C[N+](=O)[O-].BrCCBr.BrCCBr.BrCCBr.BrCCBr.BrCCBr.CCOCC.

Results of the Löwdin charge analysis, in e, for atoms 1 through 4:
1 C 0.060
2 N -0.447
3 O 0.081
4 O 0.012


Entry 2:
# C15H33ClSi

A single C15H33ClSi molecule (the ωB97M-V functional and the def2-TZVPD basis, the Open Molecules 2025 dataset).

Positions of all 50 atoms, in Å:
1 C 1.09392 -5.59942 -0.03750
2 C 1.98681 -4.91931 0.95943
3 C 1.38387 -3.66325 1.59991
4 C 1.08969 -2.49993 0.62272
5 C 0.64070 -1.14789 1.29707
6 C -0.61215 -1.28022 2.17819
7 C -1.86353 -1.74854 1.37961
8 C -2.38821 -0.85672 0.26768
9 C -2.87106 0.51333 0.73050
10 C -1.76848 1.55117 0.94238
11 C -1.18251 1.98723 -0.41225
12 C -0.24684 3.18460 -0.19507
13 Si 0.74723 3.67949 -1.72856
14 C 0.05527 2.80320 -3.24866
15 C 0.49489 5.50709 -2.08158
16 C 2.54717 3.21642 -1.26039
17 Cl 2.68003 1.55519 -0.72174
18 H 1.56227 -6.47691 -0.47169
19 H 0.76111 -4.93311 -0.84108
20 H 0.13962 -5.96260 0.36632
21 H 2.91167 -4.67403 0.47944
22 H 2.29296 -5.60740 1.74116
23 H 0.47086 -3.93048 2.12946
24 H 2.09089 -3.29912 2.38281
25 H 0.36807 -2.82623 -0.12227
26 H 2.00511 -2.34604 0.02442
27 H 0.46018 -0.38731 0.51154
28 H 1.46812 -0.74568 1.89463
29 H -0.72073 -0.29705 2.70185
30 H -0.47149 -2.01636 2.94530
31 H -2.70238 -2.01227 2.05957
32 H -1.59747 -2.73614 0.96908
33 H -3.15827 -1.40973 -0.30357
34 H -1.58776 -0.65197 -0.47398
35 H -3.58499 0.95368 0.02492
36 H -3.44254 0.36352 1.66963
37 H -0.95623 1.15374 1.58060
38 H -2.17250 2.41692 1.46350
39 H -0.75271 1.12478 -0.92481
40 H -2.01130 2.26275 -1.07450
41 H -0.79046 4.04273 0.14701
42 H 0.50538 2.94332 0.52895
43 H -1.02135 2.66928 -3.18861
44 H 0.54026 1.83236 -3.24623
45 H 0.33130 3.33498 -4.17975
46 H 1.18149 5.80183 -2.87872
47 H 0.61689 6.20523 -1.24731
48 H -0.52782 5.61925 -2.44623
49 H 3.22761 3.37588 -2.07842
50 H 2.77738 3.92979 -0.43477

The HOMO energy is -0.3543 Ha. The total energy is -36491.518 eV. Its energy above the lowest of the compared OMol25 structures with the same formula, charge and spin is 0.0 kJ/mol. As for the SMILES: CCCCCCCCCCCC[Si](C)(C)CCl.

Results of the Löwdin charge analysis, in e, for atoms 1 through 4:
1 C -0.123
2 C -0.277
3 C -0.219
4 C -0.197